# 1
This record from the Open Molecules 2025 dataset describes C4H12ClMg2O2 as an isolated structure. The level of theory is ωB97M-V/def2-TZVPD.

The geometry in ORCA input format:
```
! wB97M-V def2-TZVPD RIJCOSX def2/J DEFGRID3
* xyz 3 1
Mg 0.15303 -2.65566 4.07746
Mg -2.46993 0.20465 1.42773
Cl -0.89615 -0.96874 2.62920
C 1.84371 1.18390 1.74528
C 1.77494 0.23962 0.52012
O 2.58516 0.73380 -0.54716
H 1.35751 0.72183 2.60447
H 1.49048 2.21485 1.76677
H 2.91317 1.31018 1.91386
H 0.78336 0.19805 0.06939
H 2.14090 -0.72436 0.87355
H 2.94212 -0.00736 -1.04199
C -1.14828 0.07019 -2.46833
C -2.28433 -0.37082 -1.54068
O -1.82798 -0.69029 -0.23886
H -1.52337 0.28900 -3.46809
H -0.26421 -0.56010 -2.56457
H -0.72098 0.94690 -1.98161
H -2.74481 -1.27307 -1.94318
H -3.00801 0.44378 -1.51214
H -1.09642 -1.30645 -0.32119
*
```

The gap between HOMO and LUMO is 2.99 eV.


# 2
This record from the Open Molecules 2025 dataset describes C19H36BGeN8PSZn as an isolated structure. The level of theory is ωB97M-V/def2-TZVPD.

The geometry in ORCA input format:
```
! wB97M-V def2-TZVPD RIJCOSX def2/J DEFGRID3
* xyz 0 1
Zn -0.68031 -0.70920 -1.00622
C -1.95283 2.40411 2.06478
C -1.65678 1.57736 0.85143
N -1.57506 0.30440 0.86355
N -1.73787 -0.34461 2.03742
C -1.77273 -1.71742 2.09946
N -1.84663 -2.18065 3.36702
S -1.79116 -2.70013 0.77833
C -1.36296 2.22111 -0.45446
C -1.75736 3.51311 -0.75949
C -1.36283 4.06104 -1.97199
C -0.58052 3.30928 -2.82836
C -0.26321 2.01078 -2.45843
N -0.65751 1.47795 -1.30958
H -1.28496 2.12372 2.88415
H -1.79012 3.46088 1.87894
H -2.98493 2.26020 2.39526
H -1.82765 0.19151 2.88744
H -1.62891 -1.59865 4.15862
H -1.75557 -3.17521 3.48216
H -2.36766 4.08410 -0.07472
H -1.66257 5.06630 -2.23668
H -0.22684 3.70662 -3.76882
H 0.32708 1.37127 -3.09864
C 1.52425 -2.61516 -3.67229
Ge -0.21790 -1.88266 -4.16873
C -1.08291 -3.15356 -5.38927
C 0.04857 -0.21742 -5.18936
C -1.36274 -1.63885 -2.61831
H 2.04667 -2.98974 -4.55349
H 1.39641 -3.44171 -2.97177
H 2.15417 -1.86798 -3.18719
H -0.48911 -3.29924 -6.29362
H -2.07341 -2.80136 -5.68091
H -1.19677 -4.12114 -4.89811
H 0.23078 -0.44605 -6.24008
H 0.91279 0.34063 -4.82504
H -0.83509 0.42090 -5.12822
H -1.58686 -2.65573 -2.27875
H -2.31379 -1.22076 -2.96536
C 4.54214 3.00951 2.30990
N 4.52329 1.70410 1.66580
C 4.46897 0.66437 2.69265
N 3.34034 0.81881 3.61488
C 3.39521 2.15173 4.20162
N 3.42291 3.23746 3.22423
C 2.16167 3.30756 2.48517
P 1.72599 1.76206 1.52194
C 3.40995 1.57530 0.72765
C 2.06888 0.58257 2.93334
H 4.52943 3.78503 1.54061
H 5.46971 3.09929 2.88012
H 5.38886 0.71975 3.27933
H 4.40902 -0.31241 2.21171
H 4.30228 2.21892 4.80701
H 2.53027 2.28934 4.85602
H 2.21185 4.14614 1.78413
H 1.35297 3.52702 3.19033
H 3.51105 2.32717 -0.05989
H 3.46020 0.59209 0.25778
H 2.06399 -0.43324 2.53253
H 1.25782 0.65946 3.66673
B 3.32870 -2.41830 0.44894
C 2.02607 -1.61648 0.08147
N 1.08099 -0.97385 -0.10523
H 3.22898 -3.51524 -0.05325
H 3.36010 -2.47567 1.66315
H 4.27034 -1.79673 0.00031
*
```

The gap between HOMO and LUMO is 7.17 eV.


# 3
This record from the Open Molecules 2025 dataset describes a 2-piece molecular cluster, Cl2H3N2OP overall. The level of theory is ωB97M-V/def2-TZVPD.

The geometry in ORCA input format:
```
! wB97M-V def2-TZVPD RIJCOSX def2/J DEFGRID3
* xyz 0 1
N 1.17550 1.13810 0.02214
N 1.47097 -0.16890 0.15411
O -1.63943 -0.50454 1.18068
P -0.96554 -0.96657 -0.03252
Cl -1.84611 -2.74432 -0.63104
Cl -1.36438 0.48274 -1.49357
H 1.01740 1.32038 -1.01695
H 0.51857 1.79831 0.61766
H 1.63302 -0.35520 1.19949
*
```

The gap between HOMO and LUMO (spin up / spin down) is 7.00 / 7.99 eV.


# 4
This record from the Open Molecules 2025 dataset describes C25H28N3OPPdS4 as an isolated structure. The level of theory is ωB97M-V/def2-TZVPD.

The geometry in ORCA input format:
```
! wB97M-V def2-TZVPD RIJCOSX def2/J DEFGRID3
* xyz 0 1
Pd 0.95998 0.73327 -1.36359
N -1.68443 2.09053 0.02564
C -2.66078 1.19489 -0.38375
C -3.97190 1.64535 -0.56103
C -4.96731 0.79451 -0.99425
C -4.68939 -0.54204 -1.24301
C -3.39644 -1.00040 -1.08161
C -2.36340 -0.15382 -0.67362
P -0.65344 -0.76183 -0.63366
C -0.70522 -2.39766 -1.43730
C -1.18978 -3.50731 -0.74190
C -1.25253 -4.74620 -1.35580
C -0.82494 -4.89200 -2.66902
C -0.33135 -3.79764 -3.36046
C -0.26667 -2.55355 -2.74868
C -0.37586 -1.26300 1.10013
C 0.81478 -1.92609 1.40917
C 1.06245 -2.36446 2.69927
C 0.12616 -2.13541 3.70091
C -1.05269 -1.47065 3.40383
C -1.30649 -1.03845 2.10742
H -1.00196 1.81305 0.72174
H -2.00764 3.03618 0.16092
H -4.19801 2.68390 -0.35281
H -5.97088 1.17503 -1.13074
H -5.46857 -1.21523 -1.57039
H -3.17324 -2.03540 -1.30288
H -1.51978 -3.40466 0.28463
H -1.63195 -5.59852 -0.80856
H -0.87162 -5.86051 -3.14821
H 0.01181 -3.90735 -4.37997
H 0.12018 -1.69957 -3.28888
H 1.53241 -2.13296 0.62112
H 1.98072 -2.89089 2.92247
H 0.31700 -2.47818 4.70890
H -1.78588 -1.29527 4.17921
H -2.23892 -0.53777 1.87537
O 2.88602 2.72611 -7.56865
C 2.55551 2.38650 -6.46834
S 3.59908 2.50359 -5.03859
C 2.44665 1.85163 -3.89507
C 1.24933 1.49930 -4.36490
S -0.05748 0.92800 -3.35707
S 0.96514 1.69994 -6.08013
S 2.89298 1.67015 -2.22437
C 1.61310 3.65508 2.97990
C 2.00198 2.22907 2.60567
C 3.52593 2.09407 2.59033
C 1.38806 1.24064 3.59128
N 1.38643 1.99078 1.27932
N 1.93642 0.89574 0.53884
H 1.90149 3.86869 4.00846
H 0.53472 3.79002 2.89391
H 2.10817 4.37999 2.33157
H 3.92944 2.37184 3.56352
H 3.97421 2.75200 1.84259
H 3.84697 1.06996 2.39261
H 1.81333 1.37797 4.58502
H 1.57570 0.20671 3.29338
H 0.30953 1.38354 3.64853
H 1.50853 2.81024 0.68805
H 1.80264 0.04781 1.08637
H 2.94168 1.01074 0.38718
*
```

The gap between HOMO and LUMO is 6.65 eV.


# 5
This record from the Open Molecules 2025 dataset describes a 6-piece molecular cluster, C20H56N4O8 overall. The level of theory is ωB97M-V/def2-TZVPD.

The geometry in ORCA input format:
```
! wB97M-V def2-TZVPD RIJCOSX def2/J DEFGRID3
* xyz 0 1
C 3.56933 3.49155 -7.45999
C 2.73984 2.30347 -6.95317
C 2.00057 2.62740 -5.69345
O 2.93545 2.77046 -4.64577
C 2.30667 3.05183 -3.42543
N 1.82765 1.74987 -7.96357
H 2.96886 4.38200 -7.66881
H 4.22279 3.20344 -8.28075
H 4.22547 3.83140 -6.64633
H 3.48639 1.52562 -6.75995
H 1.30055 1.81185 -5.45655
H 1.41794 3.55236 -5.83158
H 1.55950 2.28659 -3.19285
H 1.93425 4.07818 -3.33534
H 3.05997 2.99210 -2.63064
H 2.32396 1.75764 -8.85054
H 1.08398 2.43230 -8.11450
C -2.64660 -0.37316 4.18988
C -3.24566 0.43760 5.33077
C -3.35254 1.90391 4.96005
O -2.06303 2.40748 4.73641
C -2.05083 3.64546 4.05250
N -4.46556 -0.17667 5.81773
H -3.37450 -0.38923 3.37250
H -2.37968 -1.35320 4.56429
H -1.74785 0.10204 3.79657
H -2.51717 0.39604 6.15181
H -3.82995 2.47214 5.77554
H -3.99798 2.00276 4.07014
H -2.25473 4.45819 4.75860
H -2.80410 3.64848 3.26310
H -1.03840 3.74674 3.66991
H -4.76698 0.26320 6.67970
H -5.25019 -0.09396 5.17938
C 5.24339 -0.73492 -2.12608
C 3.89481 -1.03026 -1.44919
C 2.76681 -1.13035 -2.44522
O 1.54046 -0.84790 -1.78380
C 0.50249 -0.65461 -2.68795
N 3.97125 -2.23309 -0.63765
H 6.01311 -0.53042 -1.38952
H 5.14694 0.16392 -2.74856
H 5.46527 -1.56076 -2.80136
H 3.65675 -0.18485 -0.79221
H 2.68221 -2.11594 -2.92206
H 2.89714 -0.38353 -3.24087
H 0.54969 0.33668 -3.17132
H -0.49232 -0.77698 -2.26862
H 0.56791 -1.33176 -3.55740
H 3.36861 -3.00237 -0.85884
H 4.28433 -2.16891 0.31153
C 0.38608 -4.10823 4.48057
C -0.35324 -3.69566 3.21993
C 0.07618 -4.51084 2.01812
O -0.53123 -4.01482 0.83678
C 0.41131 -3.47896 -0.08187
N -1.80645 -3.82748 3.41111
H 0.17372 -5.13819 4.76790
H 0.09372 -3.46487 5.31450
H 1.46482 -3.97209 4.36176
H -0.10886 -2.64042 3.00796
H -0.26778 -5.54438 2.15378
H 1.16868 -4.51316 1.95827
H -0.14362 -3.15245 -0.96301
H 1.12519 -4.24854 -0.37619
H 0.85900 -2.57470 0.34316
H -2.25669 -3.76710 2.50291
H -2.12718 -3.01702 3.92521
C -5.61058 0.30563 0.83316
C -4.19120 0.17213 0.37857
O -3.68709 1.47063 0.09066
O -5.66745 1.01744 2.07755
H -6.01369 -0.68934 1.01367
H -6.20492 0.83782 0.08654
H -4.04613 -0.54642 -0.43935
H -3.60199 -0.27737 1.19679
H -2.80607 1.36356 -0.28849
H -5.33660 1.89946 1.88590
C 0.33112 1.41108 0.30020
C 1.24067 0.58229 1.16872
O 0.42336 -0.17647 2.04397
O -0.88621 0.72156 0.02744
H 0.86781 1.75452 -0.58827
H -0.00113 2.29122 0.86138
H 1.92471 1.21036 1.75197
H 1.89204 -0.06874 0.57920
H 0.76202 -0.17639 2.94094
H -0.78858 -0.19388 0.30801
*
```

The SMILES is COC[C@H](C)N.COC[C@H](C)N.COC[C@H](C)N.COC[C@H](C)N.OCCO.OCCO. The gap between HOMO and LUMO is 9.44 eV.


# 6
This record from the Open Molecules 2025 dataset describes a 2-piece molecular cluster, C3H12NO2 overall. The level of theory is ωB97M-V/def2-TZVPD.

The geometry in ORCA input format:
```
! wB97M-V def2-TZVPD RIJCOSX def2/J DEFGRID3
* xyz 2 2
C 0.10545 0.36577 0.00624
C -0.65649 -0.42003 1.09468
C 0.11994 -0.34825 2.49450
O 1.29691 -1.03275 2.26018
N -0.76592 0.75151 -1.15529
H 0.56359 1.26873 0.40274
H 0.89187 -0.26615 -0.40591
H -0.75045 -1.47127 0.82258
H -1.65423 -0.00354 1.25516
H -0.54584 -0.66512 3.31111
H 0.39167 0.68338 2.74713
H 1.16001 -2.00256 2.42396
H -0.32616 0.51119 -2.09637
H -1.70600 0.36146 -1.06506
H -0.91716 1.76580 -1.21803
H 0.62373 -0.36852 -4.10470
H 1.53881 0.60189 -3.39741
O 0.63025 0.26847 -3.37551
*
```

The gap between HOMO and LUMO (spin up / spin down) is 12.72 / 5.85 eV.


How do the records compare in DFT total energy? In the order shown, they have -31818.452, -157941.934, -39408.962, -89009.155, -43985.205, -8870.331 eV.
How do the records compare in ΔE to the lowest compared entry with this formula, charge and spin? In the order shown, they have 292.5, 0.0, 254.2, 2.3, 500.1, 45.8 kJ/mol.